# C17H25N2O

C17H25N2O as an isolated structure at a distorted geometry (ωB97M-V with the def2-TZVPD basis set, OMol25).

Element x y z (Å)
1 O 1.51195 2.40980 -0.20431
2 N 1.32054 -1.88224 0.67117
3 N 0.28464 -0.70465 2.15371
4 C -0.78637 2.00390 -0.34834
5 C -3.10385 1.25287 -0.45245
6 C -1.75853 0.97351 -0.27514
7 C 0.65545 -0.75153 0.87098
8 C 0.87700 -1.77913 2.81626
9 C 3.08668 -2.22583 -0.98605
10 C -3.51165 2.57206 -0.69110
11 C 1.62961 -2.50212 -0.63640
12 C -4.96641 2.87325 -0.89319
13 C 0.54315 1.58023 -0.19792
14 C -2.54829 3.59540 -0.76090
15 C 2.89409 2.11030 -0.52885
16 C -1.20787 3.35283 -0.55735
17 C 1.45019 -4.00819 -0.50492
18 C -0.63744 0.20772 2.81138
19 C 1.57650 -2.47211 1.90245
20 C 0.68790 -1.92923 -1.68633
21 H -2.88516 4.60733 -0.99962
22 H -1.25755 0.72861 2.07651
23 H -0.10384 0.95552 3.41557
24 H -0.34829 -2.23717 -1.48954
25 H 3.74633 -2.66701 -0.22661
26 H 3.31431 -2.69812 -1.95224
27 H 0.97504 -2.34639 -2.66121
28 H 2.19280 -3.34662 1.99249
29 H 2.93200 1.54541 -1.46607
30 H 0.71446 0.24022 0.07688
31 H 3.39613 3.07404 -0.63533
32 H -1.29905 -0.37198 3.47153
33 H 2.18186 -4.43857 0.18982
34 H 3.28449 -1.14937 -1.06615
35 H 3.34134 1.53617 0.28648
36 H -0.45318 4.13343 -0.58524
37 H 0.73672 -0.83547 -1.76481
38 H -3.84859 0.44928 -0.43000
39 H -5.33804 2.41718 -1.82233
40 H -5.56572 2.47355 -0.06330
41 H -1.39309 -0.03923 -0.08971
42 H 0.43234 -4.26024 -0.18286
43 H 1.62101 -4.46962 -1.48500
44 H 0.73996 -1.93420 3.86571
45 H -5.11356 3.95648 -0.95767

Cartesian forces, eV/Å:
O -0.1 2.4 -0.2
N 0.7 -0.2 1.2
N 0.9 -0.8 0.5
C -1.4 1.3 0.7
C 0.2 -0.1 0.0
C 0.2 0.2 -0.4
C -1.0 -1.3 -0.4
C 0.0 0.4 0.1
C 0.2 0.0 -0.2
C 0.2 -0.2 -0.1
C 0.5 0.2 -0.1
C -0.1 0.2 0.0
C 1.6 -1.1 -1.8
C -0.2 0.4 -0.1
C -0.2 -0.6 0.3
C 0.2 -1.1 0.0
C -0.2 -0.3 -0.2
C -0.2 0.5 0.3
C -0.3 -0.5 -0.3
C -0.1 -0.2 -0.3
H 0.1 -0.3 0.2
H 0.2 -0.2 0.2
H -0.1 -0.3 -0.2
H 0.2 0.2 0.0
H -0.1 0.2 -0.2
H 0.0 0.2 0.3
H -0.1 0.1 0.2
H -0.1 -0.1 0.2
H 0.0 0.1 0.2
H -0.8 0.6 0.2
H -0.2 -0.2 0.0
H 0.3 0.2 -0.3
H -0.2 0.0 -0.2
H 0.0 -0.2 0.0
H 0.0 0.1 -0.1
H -0.2 0.0 -0.1
H 0.0 -0.2 0.1
H 0.3 0.3 0.1
H 0.1 0.1 0.2
H 0.1 0.1 -0.2
H -0.3 0.3 -0.2
H 0.2 0.0 0.0
H 0.0 0.1 0.2
H 0.0 -0.1 0.2
H -0.1 -0.3 0.0

Values from the calculation:
HOMO level (Ha): -0.4061
Charge: +1
E (eV): -23053.442
2S+1: 1
Orbital gap (eV): 7.4

# C2H13NO4

A 5-piece molecular cluster, C2H13NO4 overall at a distorted geometry (ωB97M-V with the def2-TZVPD basis set, OMol25).

Element x y z (Å)
1 O 0.10967 -1.43814 -3.34539
2 O -2.24360 -1.29600 -1.34059
3 O -2.50394 -0.39478 1.23572
4 O -0.45966 1.16237 2.06896
5 N 1.30941 0.46877 0.27301
6 C 1.76888 0.79337 -0.92735
7 C 2.29268 0.28667 1.39616
8 H 1.88857 -0.52656 2.08544
9 H -0.46921 -1.40947 -2.58991
10 H -0.50451 -1.12482 -4.09886
11 H 3.30954 0.21557 0.94467
12 H -3.12210 -1.07518 -1.35496
13 H -3.35945 -0.43692 1.78473
14 H -2.01346 0.32962 1.74863
15 H -2.12539 -1.23977 -0.40012
16 H 0.37935 0.82671 1.55721
17 H -0.75020 2.13389 1.89112
18 H 2.56448 1.15225 1.94744
19 H 1.09412 1.04134 -1.78196
20 H 2.83481 0.53108 -1.09395

Cartesian forces, eV/Å:
O -1.0 0.9 -2.5
O 2.9 -1.0 -0.6
O -1.9 1.2 2.6
O -0.2 1.8 0.2
N 1.7 2.1 -2.1
C -0.7 -2.3 3.0
C 0.7 -1.7 -1.9
H 1.1 0.9 -1.0
H -0.7 0.0 0.7
H 1.6 -0.8 1.9
H -0.4 -1.4 0.3
H -3.5 0.9 -0.8
H 1.8 -0.2 -1.4
H 0.2 -1.3 -1.2
H 0.8 0.1 1.2
H -2.8 1.6 0.1
H 1.6 -2.7 0.1
H -1.2 1.3 0.8
H 0.5 -0.3 1.0
H -0.4 0.8 -0.3

Values from the calculation:
SMILES string: C=NC.O.O.O.O
HOMO level (Ha): -0.3671
E (eV): -11962.870
2S+1: 1
Orbital gap (eV): 10.6